Model w:
Formula: C9H15N2O
Source: the OMol25 dataset
Level of theory: ωB97M-V/def2-TZVPD

Geometry as XYZ:
```
27
Properties=species:S:1:pos:R:3:lowdin_charge:R:1
C 0.492 1.900 -1.339 0.161
C 0.282 0.808 -0.589 -0.149
C 0.849 -0.597 -0.985 -0.232
N 2.167 -0.992 -0.492 0.121
C 2.330 -1.207 0.810 -0.270
O 1.461 -0.996 1.641 0.030
C -0.102 -1.764 -0.776 -0.099
C -1.558 -1.463 -1.087 -0.069
C -2.240 -0.652 -0.347 -0.123
C -1.781 0.244 0.754 -0.074
N -0.300 0.713 0.801 -0.083
C -0.166 1.969 1.544 -0.014
H 0.013 2.827 -1.217 0.075
H 1.121 1.750 -2.129 0.059
H 1.039 -0.403 -2.007 0.134
H 2.874 -1.009 -1.106 0.106
H 3.346 -1.694 0.945 0.174
H -0.123 -1.930 0.284 0.103
H 0.321 -2.681 -1.287 0.158
H -2.211 -1.985 -1.813 0.131
H -3.305 -0.426 -0.499 0.127
H -2.592 0.996 0.640 0.148
H -1.836 -0.390 1.615 0.137
H 0.390 0.038 1.299 0.107
H 0.752 2.004 2.161 0.119
H -0.086 2.915 1.012 0.089
H -1.137 2.024 2.169 0.134
```

The structure (SMILES) is C=C1[C@@H](NC=O)CC=CC[N@@H+]1C. The LUMO energy is -2.74 eV. As for the multiplicity: 1. The value obtained for the HOMO energy is -0.49533 Eh. As for the HOMO-LUMO gap: 10.74 eV. Its net charge is +1.


Model x:
Formula: C9H15N2O
Source: the OMol25 dataset
Level of theory: ωB97M-V/def2-TZVPD

Geometry as XYZ:
```
27
Properties=species:S:1:pos:R:3:lowdin_charge:R:1
C 1.880 -1.624 -0.289 -0.076
C 2.262 -0.537 -1.156 -0.078
C 1.816 -1.478 1.131 -0.060
C 2.424 0.721 -0.584 -0.090
C 1.911 -0.172 1.583 -0.126
C 2.261 0.936 0.791 -0.098
C -1.268 -0.837 -1.014 0.026
C -2.924 -0.411 0.737 0.063
C -1.572 1.605 -0.221 -0.247
N -0.987 0.942 0.894 0.185
N -1.727 0.143 -0.011 -0.207
O -0.809 1.815 -1.371 0.021
H 1.799 -2.610 -0.672 0.093
H 2.161 -0.531 -2.175 0.079
H 1.871 -2.351 1.778 0.114
H 2.760 1.523 -1.297 0.128
H 1.642 0.151 2.594 0.116
H -1.489 -1.938 -0.768 0.145
H -1.644 -0.630 -1.941 0.071
H -0.126 -0.833 -1.178 0.097
H -3.761 -0.672 0.036 0.135
H -2.563 -1.304 1.154 0.089
H -3.226 0.312 1.399 0.073
H -2.454 2.255 -0.042 0.186
H 0.014 0.925 0.849 0.080
H 2.204 1.823 1.323 0.087
H -0.454 2.775 -1.552 0.195
```

The LUMO energy is -2.78 eV. As for the multiplicity: 1. The value obtained for the HOMO energy is -0.46804 Eh. As for the HOMO-LUMO gap: 9.96 eV. Its net charge is +1.


model w takes first place; second place is 1.308 eV up.